# 1
# C35H82I2N16O33P2S

A structure of composition C35H82I2N16O33P2S (ωB97M-V/def2-TZVPD, OMol25).

Atoms and positions in Å:
C: 1.598 1.844 1.168
C: 2.839 1.504 2.126
P: 2.652 -0.185 3.017
C: 4.175 -0.270 4.142
C: 4.631 -1.753 4.546
C: 2.685 -1.520 1.674
O: 2.909 -1.035 0.332
C: 4.093 -1.594 -0.260
C: 5.449 -0.851 0.220
O: 5.866 -1.237 1.548
C: 6.693 -2.418 1.541
C: 3.966 -1.579 -1.873
I: 4.285 -3.450 -2.973
C: 3.639 -0.429 -2.628
C: 3.357 0.981 -1.946
I: 3.471 -0.565 -4.805
C: 1.346 -2.468 1.665
N: 1.429 -3.209 0.389
C: 0.284 -3.731 0.001
C: -0.363 -5.104 0.495
C: -0.520 -2.906 -1.135
O: 0.238 -1.559 1.795
C: -0.860 -2.014 2.595
C: -0.814 -1.530 4.140
N: -0.633 -0.061 4.298
C: -2.185 -1.273 1.983
C: -1.864 0.129 1.292
O: -3.179 0.690 0.894
C: -3.076 1.433 -0.312
C: -2.902 0.713 -1.723
O: -3.176 2.686 -0.200
P: 1.634 -3.712 3.078
S: 2.837 -5.106 2.432
H: 1.899 2.675 0.447
H: 1.269 0.943 0.541
H: 0.717 2.205 1.794
H: 3.844 1.571 1.564
H: 2.855 2.331 2.932
H: 3.874 0.260 5.123
H: 5.056 0.340 3.728
H: 4.836 -2.451 3.673
H: 5.608 -1.650 5.144
H: 3.858 -2.150 5.290
H: 3.540 -2.245 1.956
H: 4.260 -2.706 0.003
H: 5.336 0.294 0.239
H: 6.316 -1.054 -0.516
H: 6.058 -3.384 1.548
H: 7.447 -2.467 0.687
H: 7.293 -2.456 2.525
H: 3.823 1.868 -2.490
H: 3.692 1.001 -0.853
H: 2.214 1.113 -1.930
H: -1.143 -4.985 1.328
H: -0.946 -5.535 -0.404
H: 0.448 -5.854 0.766
H: -0.243 -3.401 -2.125
H: -0.051 -1.856 -1.169
H: -1.636 -2.853 -0.926
H: -1.111 -3.131 2.492
H: -0.057 -2.098 4.772
H: -1.861 -1.782 4.558
H: -0.028 0.039 5.136
H: -0.074 0.353 3.540
H: -2.990 -1.133 2.774
H: -2.616 -1.948 1.151
H: -1.414 0.911 1.997
H: -1.170 0.070 0.389
H: -3.657 -0.160 -1.735
H: -1.832 0.333 -1.782
H: -3.196 1.414 -2.574
H: 2.200 -3.060 4.243
H: 0.419 -4.359 3.502
C: 5.847 -0.805 -8.792
N: 4.503 -0.383 -9.265
O: 3.674 -0.099 -8.418
O: 4.328 -0.352 -10.472
H: 5.859 -0.786 -7.704
H: 6.024 -1.814 -9.163
H: 6.573 -0.103 -9.198
C: -2.209 -1.794 7.797
N: -0.724 -1.820 7.851
O: -0.207 -2.279 8.854
O: -0.130 -1.376 6.882
H: -2.601 -2.217 8.720
H: -2.516 -0.755 7.687
H: -2.516 -2.390 6.939
C: -5.127 -1.944 -4.666
N: -3.643 -1.955 -4.611
O: -3.123 -2.412 -3.603
O: -3.051 -1.506 -5.575
H: -5.517 -2.371 -3.745
H: -5.445 -0.907 -4.774
H: -5.429 -2.541 -5.524
C: -5.599 -5.651 -2.389
N: -6.557 -4.573 -2.746
O: -6.986 -4.561 -3.891
O: -6.845 -3.778 -1.864
H: -5.436 -6.279 -3.263
H: -4.670 -5.174 -2.078
H: -6.039 -6.227 -1.576
C: 6.291 4.649 1.470
N: 6.009 3.213 1.733
O: 5.527 2.558 0.820
O: 6.278 2.792 2.844
H: 6.002 4.882 0.447
H: 5.707 5.233 2.177
H: 7.359 4.805 1.614
C: 4.189 -1.453 9.184
N: 5.334 -1.172 8.279
O: 5.514 -1.937 7.347
O: 6.011 -0.192 8.537
H: 3.679 -2.349 8.836
H: 4.591 -1.602 10.185
H: 3.523 -0.592 9.149
C: -3.871 2.177 3.684
N: -3.901 2.481 5.139
O: -3.853 1.536 5.909
O: -3.971 3.658 5.456
H: -3.808 1.100 3.552
H: -4.790 2.566 3.248
H: -2.995 2.669 3.264
C: 8.533 -0.232 -12.449
N: 8.517 0.047 -10.990
O: 8.567 -0.909 -10.234
O: 8.453 1.216 -10.654
H: 8.591 -1.308 -12.600
H: 7.611 0.167 -12.870
H: 9.407 0.264 -12.869
C: 6.299 9.337 0.277
N: 6.016 7.902 0.541
O: 5.536 7.249 -0.369
O: 6.287 7.482 1.654
H: 6.010 9.569 -0.746
H: 5.715 9.922 0.986
H: 7.368 9.492 0.422
C: -1.975 5.447 -1.806
N: -0.827 5.739 -2.703
O: -0.637 4.978 -3.636
O: -0.156 6.722 -2.437
H: -2.478 4.550 -2.159
H: -1.578 5.297 -0.803
H: -2.645 6.305 -1.841
C: -4.166 3.292 8.259
N: -4.196 3.610 9.712
O: -4.149 2.672 10.493
O: -4.265 4.788 10.018
H: -4.104 2.215 8.137
H: -5.084 3.678 7.820
H: -3.290 3.779 7.835
C: -7.329 -0.391 -8.135
N: -7.004 -1.596 -7.327
O: -7.689 -1.807 -6.336
O: -6.076 -2.284 -7.715
H: -8.171 0.123 -7.674
H: -6.445 0.246 -8.144
H: -7.584 -0.728 -9.138
C: -10.375 -1.472 -4.259
N: -10.576 -0.088 -4.763
O: -10.811 0.781 -3.940
O: -10.491 0.077 -5.968
H: -10.479 -1.469 -3.175
H: -11.135 -2.103 -4.717
H: -9.373 -1.784 -4.549
C: -7.604 1.437 -1.464
N: -7.970 -0.002 -1.522
O: -7.367 -0.704 -2.318
O: -8.849 -0.377 -0.767
H: -6.812 1.627 -2.186
H: -8.496 2.013 -1.708
H: -7.261 1.648 -0.452

## Properties
Net charge: 0
Molar mass in g mol⁻¹: 1602.9
DFT total energy in eV: -174600.08004
Frontier orbital gap in Eh: 0.269
E_HOMO in hartree: -0.280
F_max in eV Å⁻¹: 4.49
2S+1: 1
LUMO in eV: -0.32

These are the Löwdin partial charges, in e, on atoms 1 to 99: C -0.166; C -0.380; P 1.043; C -0.402; C -0.176; C -0.406; O -0.168; C -0.313; C -0.136; O -0.235; C -0.116; C -0.626; I 0.692; C -0.728; C -0.136; I 0.732; C -0.578; N 0.064; C -0.274; C -0.051; C -0.023; O -0.150; C -0.301; C -0.237; N 0.003; C -0.074; C -0.150; O -0.106; C -0.409; C 0.015; O 0.038; P 0.432; S 0.136; H 0.076; H 0.059; H 0.061; H 0.042; H 0.091; H 0.080; H 0.072; H 0.049; H 0.071; H 0.056; H 0.079; H 0.123; H 0.107; H 0.140; H 0.096; H 0.096; H 0.105; H 0.084; H 0.052; H 0.087; H 0.079; H 0.086; H 0.061; H 0.097; H 0.088; H 0.075; H 0.114; H 0.073; H 0.111; H 0.052; H 0.009; H 0.114; H 0.118; H 0.112; H 0.117; H 0.095; H 0.088; H 0.098; H -0.020; H -0.012; C 0.043; N -0.442; O 0.028; O 0.054; H 0.089; H 0.104; H 0.071; C 0.058; N -0.421; O 0.073; O 0.026; H 0.098; H 0.100; H 0.095; C 0.030; N -0.433; O 0.032; O 0.075; H 0.067; H 0.104; H 0.072; C 0.046; N -0.443; O 0.057; O 0.056; H 0.097

***

# 2
# C58H59NOP3STi

A structure of composition C58H59NOP3STi (ωB97M-V/def2-TZVPD, OMol25).

Atoms and positions in Å:
Ti: 0.178 0.040 0.254
O: -0.313 -0.128 2.025
S: -1.826 0.152 2.127
C: -1.872 1.531 3.260
C: -2.057 1.538 4.629
C: -2.306 2.752 5.258
C: -2.475 3.897 4.497
C: -2.226 3.887 3.131
C: -1.826 2.712 2.503
P: -1.161 2.581 0.765
C: 0.215 3.799 0.740
C: 1.309 3.451 -0.059
C: 2.385 4.310 -0.186
C: 2.394 5.516 0.501
C: 1.323 5.856 1.310
C: 0.233 5.009 1.427
C: -2.550 3.407 -0.096
C: -3.767 2.723 -0.059
C: -4.898 3.290 -0.612
C: -4.819 4.538 -1.212
C: -3.605 5.201 -1.285
C: -2.463 4.640 -0.736
C: -2.496 -1.367 2.791
C: -3.505 -1.414 3.740
C: -4.181 -2.606 3.950
C: -3.878 -3.723 3.184
C: -2.865 -3.672 2.238
C: -2.158 -2.488 2.024
P: -0.885 -2.449 0.667
C: -2.076 -2.749 -0.691
C: -2.340 -3.973 -1.295
C: -3.322 -4.055 -2.271
C: -4.055 -2.935 -2.628
C: -3.820 -1.720 -2.001
C: -2.822 -1.622 -1.051
C: 0.030 -3.986 0.999
C: 0.160 -4.478 2.299
C: 0.881 -5.637 2.523
C: 1.515 -6.285 1.473
C: 1.416 -5.779 0.186
C: 0.674 -4.637 -0.054
H: -2.004 0.628 5.206
H: -2.417 2.788 6.331
H: -2.793 4.810 4.974
H: -2.396 4.783 2.557
H: 1.311 2.489 -0.585
H: 3.219 4.035 -0.814
H: 3.233 6.187 0.409
H: 1.327 6.786 1.856
H: -0.585 5.299 2.062
H: -3.818 1.746 0.416
H: -5.838 2.763 -0.569
H: -5.707 4.992 -1.623
H: -3.547 6.163 -1.770
H: -1.522 5.167 -0.807
H: -3.774 -0.530 4.296
H: -4.962 -2.651 4.693
H: -4.443 -4.633 3.314
H: -2.644 -4.555 1.654
H: -1.789 -4.859 -1.017
H: -3.533 -5.002 -2.743
H: -4.813 -3.002 -3.392
H: -4.418 -0.856 -2.248
H: -2.616 -0.660 -0.564
H: -0.310 -3.974 3.134
H: 0.948 -6.042 3.521
H: 2.083 -7.183 1.657
H: 1.913 -6.279 -0.631
H: 0.580 -4.264 -1.064
C: 0.852 -2.387 -3.264
C: -0.290 -1.388 -3.425
C: -0.539 -1.108 -4.905
P: 0.069 0.123 -2.328
C: -0.677 1.512 -3.327
C: -2.195 1.446 -3.167
C: -0.142 2.887 -2.957
C: 1.877 0.385 -2.445
C: 2.536 0.658 -3.641
C: 3.920 0.803 -3.699
C: 4.622 1.010 -4.997
C: 4.632 0.732 -2.499
C: 4.000 0.477 -1.300
C: 2.614 0.267 -1.240
N: 1.959 -0.040 -0.054
C: 2.680 -0.564 1.058
C: 2.762 0.145 2.276
C: 2.241 1.546 2.441
C: 3.453 -0.409 3.343
C: 4.107 -1.631 3.253
C: 4.889 -2.178 4.394
C: 4.050 -2.303 2.037
C: 3.361 -1.797 0.948
C: 3.415 -2.549 -0.344
H: 0.566 -3.351 -3.679
H: 1.094 -2.520 -2.207
H: 1.743 -2.043 -3.784
H: -1.202 -1.838 -3.012
H: 0.298 -0.596 -5.372
H: -1.451 -0.544 -5.079
H: -0.657 -2.066 -5.409
H: -0.408 1.310 -4.368
H: -2.483 1.635 -2.130
H: -2.586 0.475 -3.466
H: -2.674 2.205 -3.781
H: -0.454 3.161 -1.950
H: -0.548 3.632 -3.637
H: 0.943 2.934 -3.033
H: 1.973 0.743 -4.560
H: 3.926 1.036 -5.831
H: 5.344 0.212 -5.171
H: 5.183 1.944 -4.986
H: 5.703 0.872 -2.521
H: 4.566 0.436 -0.381
H: 3.030 2.259 2.186
H: 1.968 1.716 3.480
H: 1.373 1.754 1.807
H: 3.509 0.152 4.265
H: 4.727 -1.617 5.310
H: 5.951 -2.135 4.157
H: 4.645 -3.223 4.566
H: 4.571 -3.241 1.934
H: 3.460 -3.619 -0.164
H: 4.310 -2.262 -0.898
H: 2.548 -2.326 -0.961

## Properties
Net charge: +3
Molar mass in g mol⁻¹: 959.0
DFT total energy in eV: -126436.08458
Frontier orbital gap in Eh: 0.238
Relative energy (zero: lowest compared OMol25 entry of this formula, charge and spin) in eV: 0.000
E_HOMO in hartree: -0.564
F_max in eV Å⁻¹: 2.29
2S+1: 1
LUMO in eV: -8.86

These are the Löwdin partial charges, in e, on atoms 1 to 99: Ti 0.804; O -0.634; S 1.030; C -0.349; C -0.038; C -0.014; C -0.005; C -0.048; C -0.319; P 1.086; C -0.369; C -0.155; C -0.046; C -0.031; C -0.034; C -0.062; C -0.383; C -0.120; C -0.051; C -0.038; C -0.040; C -0.074; C -0.335; C -0.043; C -0.015; C -0.006; C -0.050; C -0.323; P 1.126; C -0.373; C -0.065; C -0.035; C -0.037; C -0.067; C -0.150; C -0.352; C -0.077; C -0.042; C -0.034; C -0.052; C -0.114; H 0.125; H 0.131; H 0.131; H 0.118; H 0.061; H 0.117; H 0.123; H 0.123; H 0.088; H 0.095; H 0.117; H 0.121; H 0.121; H 0.112; H 0.111; H 0.130; H 0.131; H 0.127; H 0.108; H 0.123; H 0.122; H 0.115; H 0.068; H 0.112; H 0.120; H 0.122; H 0.122; H 0.088; C -0.097; C -0.480; C -0.078; P 1.101; C -0.507; C -0.092; C -0.086; C -0.297; C -0.026; C -0.234; C -0.020; C 0.014; C 0.015; C -0.302; N -0.100; C -0.210; C -0.191; C -0.017; C 0.019; C -0.230; C -0.020; C 0.024; C -0.183; C -0.010; H 0.100; H 0.030; H 0.089; H 0.074; H 0.078; H 0.076

***

# 3
# C16H39BN3O6

A cluster of 3 separate species, C16H39BN3O6 in total (ωB97M-V/def2-TZVPD, OMol25).

Atoms and positions in Å:
O: 6.792 -3.135 -3.554
B: 6.336 -3.889 -2.508
O: 7.187 -4.626 -1.763
C: 4.745 -3.992 -2.351
C: 3.928 -2.754 -2.313
N: 2.786 -2.912 -2.863
C: 2.617 -4.263 -3.460
C: 4.075 -4.711 -3.563
H: 7.403 -2.420 -3.364
H: 6.870 -4.927 -0.910
H: 4.433 -4.552 -1.455
H: 4.191 -1.797 -1.874
H: 2.064 -2.189 -2.933
H: 2.041 -4.887 -2.776
H: 2.109 -4.160 -4.415
H: 4.199 -5.788 -3.484
H: 4.511 -4.362 -4.499
C: -4.559 -1.642 -2.783
O: -4.154 -0.300 -2.959
C: -4.161 0.490 -1.776
C: -2.753 0.858 -1.365
N: -2.014 -0.312 -0.915
C: -0.591 -0.099 -0.705
C: 0.262 0.331 -1.892
O: 0.421 -0.668 -2.901
C: -0.646 -0.766 -3.838
H: -4.694 -2.069 -3.775
H: -3.816 -2.239 -2.239
H: -5.507 -1.706 -2.242
H: -4.675 -0.039 -0.967
H: -4.716 1.406 -1.989
H: -2.800 1.585 -0.548
H: -2.284 1.361 -2.223
H: -2.158 -1.067 -1.572
H: -0.172 -1.031 -0.313
H: -0.472 0.643 0.088
H: 1.268 0.532 -1.515
H: -0.093 1.257 -2.355
H: -1.098 0.210 -4.023
H: -1.425 -1.455 -3.506
H: -0.230 -1.141 -4.772
C: -2.892 3.278 6.325
O: -2.759 3.970 5.101
C: -1.662 4.872 5.036
C: -0.604 4.376 4.075
N: 0.060 3.189 4.588
C: 0.940 2.512 3.650
C: 0.338 1.959 2.362
O: -0.533 0.857 2.542
C: -1.869 1.185 2.883
H: -3.860 2.782 6.309
H: -2.112 2.521 6.469
H: -2.862 3.964 7.177
H: -1.235 5.028 6.032
H: -2.042 5.831 4.676
H: 0.141 5.166 3.934
H: -1.095 4.213 3.105
H: -0.635 2.539 4.929
H: 1.409 1.678 4.178
H: 1.744 3.204 3.374
H: 1.168 1.584 1.754
H: -0.163 2.741 1.775
H: -2.187 2.116 2.404
H: -2.012 1.285 3.962
H: -2.500 0.370 2.528

## Properties
Net charge: +1
Molar mass in g mol⁻¹: 380.3
DFT total energy in eV: -34649.89427
Frontier orbital gap in Eh: 0.234
E_HOMO in hartree: -0.377
F_max in eV Å⁻¹: 0.79
2S+1: 1
LUMO in eV: -3.91

Charges obtained by Löwdin population analysis, quoted in units of e: O 0.189; B -0.624; O 0.223; C -0.125; C 0.050; N 0.138; C -0.079; C -0.093; H 0.124; H 0.116; H 0.165; H 0.171; H 0.153; H 0.141; H 0.136; H 0.136; H 0.133; C -0.115; O -0.194; C -0.209; C -0.209; N -0.039; C -0.194; C -0.204; O -0.230; C -0.081; H 0.090; H 0.077; H 0.091; H 0.125; H 0.126; H 0.123; H 0.107; H 0.070; H 0.124; H 0.098; H 0.118; H 0.117; H 0.094; H 0.077; H 0.088; C -0.114; O -0.194; C -0.214; C -0.217; N -0.049; C -0.201; C -0.243; O -0.201; C -0.091; H 0.089; H 0.079; H 0.090; H 0.124; H 0.123; H 0.125; H 0.104; H 0.073; H 0.121; H 0.119; H 0.114; H 0.110; H 0.088; H 0.074; H 0.089

***

# 4
# C21H38NO3P2Ti

A structure of composition C21H38NO3P2Ti (ωB97M-V/def2-TZVPD, OMol25).

Atoms and positions in Å:
C: -0.838 3.924 -1.709
C: -0.978 2.593 -1.225
N: -0.028 2.168 -0.308
C: 1.021 2.918 0.066
C: 1.158 4.216 -0.382
C: 0.214 4.719 -1.286
C: -2.046 1.715 -1.554
P: -2.251 0.133 -0.763
Ti: -0.196 0.357 0.679
P: 2.392 0.523 0.568
C: 1.986 2.256 1.054
C: 0.192 -2.186 0.487
C: -1.054 -2.754 0.834
C: -1.113 -4.130 1.032
C: 0.019 -4.928 0.769
C: 1.217 -4.374 0.284
C: 1.254 -2.996 0.009
O: -0.826 1.347 -6.475
O: 0.967 -1.316 -3.219
H: -1.630 4.288 -2.374
H: 1.977 4.813 0.000
H: 0.303 5.739 -1.653
C: -3.734 0.295 0.322
C: -2.830 -1.017 -2.058
H: 2.956 2.786 1.060
H: 1.588 2.297 2.092
H: -1.022 0.410 -6.303
H: -2.740 2.019 -2.355
C: 2.945 -0.409 2.010
C: 3.812 0.700 -0.514
H: -1.919 -2.082 0.977
H: -2.055 -4.547 1.397
H: -0.059 -5.996 0.951
H: 2.110 -4.991 0.121
H: 2.138 -2.499 -0.422
H: 0.461 -1.252 1.161
H: 0.960 -2.260 -2.975
H: 0.797 -0.869 -2.379
H: -0.081 1.457 -5.843
H: 1.306 -0.019 -0.339
H: -4.608 0.558 -0.294
H: -3.934 -0.645 0.851
H: -3.562 1.087 1.066
H: -3.835 -0.726 -2.398
H: -2.137 -0.981 -2.910
H: -2.877 -2.051 -1.687
H: 4.662 1.163 0.021
H: 4.122 -0.290 -0.881
H: 3.551 1.328 -1.378
H: 4.016 -0.226 2.208
H: 2.389 -0.165 2.928
H: 2.830 -1.486 1.832
C: -0.283 -1.377 4.288
C: -0.807 -0.008 3.817
C: -2.340 0.055 3.885
C: -0.179 1.155 4.601
O: -0.460 0.205 2.433
H: -0.562 -1.598 5.337
H: 0.820 -1.415 4.237
H: -0.707 -2.183 3.663
H: -2.731 -0.034 4.914
H: -2.677 1.025 3.476
H: -2.778 -0.764 3.287
H: 0.923 1.125 4.519
H: -0.549 2.105 4.175
H: -0.432 1.152 5.676

## Properties
Net charge: 0
Molar mass in g mol⁻¹: 462.4
DFT total energy in eV: -71716.12832
Frontier orbital gap (alpha / beta) in Eh: 0.218 / 0.208
Relative energy (zero: lowest compared OMol25 entry of this formula, charge and spin) in eV: 0.000
⟨S²⟩: 0.761
E_HOMO (alpha / beta) in hartree: -0.206 / -0.196
F_max in eV Å⁻¹: 3.75
2S+1: 2
LUMO (alpha / beta) in eV: 0.33 / 0.33

Charges obtained by Löwdin population analysis, quoted in units of e: C -0.042; C -0.358; N -0.064; C -0.349; C -0.074; C -0.078; C -0.284; P 0.777; Ti 0.466; P 0.807; C -0.245; C -0.204; C -0.122; C -0.087; C -0.097; C -0.087; C -0.108; O -0.083; O -0.090; H 0.111; H 0.098; H 0.104; C -0.268; C -0.260; H 0.089; H 0.100; H 0.033; H 0.061; C -0.224; C -0.209; H 0.081; H 0.105; H 0.094; H 0.105; H 0.095; H 0.038; H 0.033; H -0.029; H 0.046; H -0.061; H 0.042; H 0.028; H 0.035; H 0.043; H 0.036; H 0.035; H 0.067; H 0.057; H 0.067; H 0.050; H 0.041; H 0.045; C -0.026; C -0.659; C -0.041; C -0.042; O -0.346; H 0.091; H 0.076; H 0.077; H 0.088; H 0.084; H 0.079; H 0.074; H 0.089; H 0.088

***

Question: What is the DFT total energy in the second record?
Answer: -126436.08458 eV